Record 1
56
Properties=species:S:1:pos:R:3:lowdin_spin:R:1 method="wB97M-V/def2-TZVPD" total_charge=0 multiplicity=3 homo_lumo_gap_ev="6.556 / 5.377" e_above_lowest_kcal_mol=0.0 e_lumo_ev="-0.45 / -3.06" e_homo_ev="-7.001 / -8.433"
Au -3.3794 12.1504 11.2872 0.45
S -1.9565 13.6098 12.6494 0.44
C -3.0002 13.9081 13.9909 0.10
C -2.4413 14.3476 15.2013 0.02
C -3.2245 14.6963 16.2594 0.03
C -2.6018 15.0443 17.4846 0.00
N -1.9876 15.3323 18.4407 0.01
C -4.6237 14.6925 16.1322 0.02
C -5.1959 14.2593 14.9571 0.03
C -4.4130 13.7586 13.9055 0.09
S -5.1801 12.9648 12.5750 0.46
C -5.4672 15.0863 17.1674 0.00
N -6.1915 15.4259 18.0269 0.01
H -1.3565 14.3974 15.2720 0.00
H -6.2778 14.2406 14.8583 0.00
C -2.8405 15.6530 8.6006 0.00
N -2.0037 14.4494 8.6539 0.02
C -2.4992 13.1938 8.6727 0.04
N -3.6960 12.9733 8.1230 0.02
S -1.7493 11.9564 9.6438 0.06
H -2.2108 16.5454 8.7270 0.00
H -3.6334 15.6221 9.3696 0.00
H -3.3286 15.7284 7.6200 0.00
H -1.1315 14.5441 9.1613 0.00
H -4.0476 13.5008 7.3301 0.00
H -4.1261 12.0812 8.3715 0.00
Cl -4.8330 10.5317 10.2725 0.15
C -5.0523 8.1939 14.0354 0.00
N -3.6929 8.2846 14.6477 0.00
C -3.7892 8.6671 16.0644 0.00
P -2.4571 8.9525 13.7195 0.00
O -2.5353 10.4142 13.4323 0.01
N -2.6161 7.9675 12.4081 0.00
C -2.8927 6.5220 12.5168 0.00
C -2.2643 8.3790 11.0603 0.00
N -1.0178 8.6806 14.5230 0.00
C 0.0028 9.7578 14.5693 0.00
C -0.4883 7.3743 14.9104 0.00
H -5.4833 7.1853 14.2699 0.00
H -4.9598 8.3549 12.9399 0.00
H -5.7079 9.0072 14.3958 0.00
H -4.4225 7.9158 16.5812 0.00
H -4.3156 9.6223 16.1567 0.00
H -2.8081 8.7563 16.5593 0.00
H -3.1964 6.2623 13.5340 0.00
H -2.0142 5.8992 12.2473 0.00
H -3.7325 6.2910 11.8504 0.00
H -1.9705 9.4419 11.0766 0.00
H -3.1218 8.3023 10.3515 0.00
H -1.4104 7.7830 10.6835 0.00
H -0.4644 10.7162 14.3174 0.00
H 0.8423 9.5756 13.8472 0.00
H 0.4325 9.7774 15.5843 0.00
H -1.3058 6.6765 15.1909 0.00
H 0.1524 7.5284 15.7835 0.00
H 0.1252 6.9601 14.0806 0.00



Record 2
86
Properties=species:S:1:pos:R:3:mulliken_charge:R:1 method="wB97M-V/def2-TZVPD" total_charge=+1 homo_lumo_gap_ev=7.931 e_above_lowest_kcal_mol=0.0 e_lumo_ev=-2.99 e_homo_ev=-10.923
Pt -0.1078 0.2789 0.1981 1.15
O -0.5865 -0.4485 -1.6410 -0.04
S -1.7089 -1.2260 -2.3105 0.06
C -0.9155 -1.8695 -3.7839 -1.03
C -0.0900 -0.8645 -4.5967 0.24
C 1.3617 -1.3252 -4.7241 -1.43
C 2.1712 -1.2444 -3.4330 0.37
S 3.2658 0.2031 -3.2050 0.08
O 3.4639 0.2752 -1.7305 -0.46
C 2.1619 1.5363 -3.6455 -0.05
C 2.0589 1.9215 -4.9758 -0.32
C 1.2291 2.9805 -5.3128 -0.63
C 0.5460 3.6677 -4.3177 -0.62
C 0.6950 3.3022 -2.9861 -0.64
C 1.5004 2.2258 -2.6436 -0.28
C -2.7631 0.0214 -3.0285 0.74
C -2.5989 1.3380 -2.6367 -0.08
C -3.4603 2.2994 -3.1500 -0.68
C -4.4659 1.9389 -4.0317 -0.58
C -4.6278 0.6089 -4.4030 -0.62
C -3.7809 -0.3608 -3.8955 -0.76
H -1.7448 -2.2981 -4.3508 0.58
H -0.3175 -2.7083 -3.4210 0.54
H -0.1454 0.1335 -4.1570 -0.28
H -0.5239 -0.7867 -5.5942 0.53
H 1.8534 -0.7565 -5.5177 0.40
H 1.3630 -2.3618 -5.0711 0.48
H 2.8800 -2.0717 -3.3732 0.55
H 1.5534 -1.2556 -2.5302 -0.51
H 2.6378 1.4153 -5.7395 0.48
H 1.1385 3.2871 -6.3464 0.45
H -0.0844 4.5072 -4.5804 0.44
H 0.1920 3.8600 -2.2079 0.48
H 1.6498 1.9376 -1.6099 0.75
H -1.8106 1.6142 -1.9498 0.27
H -3.3400 3.3332 -2.8547 0.48
H -5.1333 2.6923 -4.4278 0.40
H -5.4195 0.3257 -5.0831 0.41
H -3.9270 -1.3988 -4.1688 0.37
C 2.3992 -4.7146 0.1404 -0.99
C 3.2205 -4.2614 1.3427 -0.18
C 4.0837 -3.0358 1.0533 -0.76
C 3.2945 -1.7433 0.8777 -0.57
N 2.6496 -1.3262 2.1260 0.81
C 1.3438 -1.3646 2.4202 -0.56
Se -0.0672 -1.8656 1.2603 -0.27
N 1.1545 -0.8969 3.6616 0.89
C -0.1329 -0.7489 4.3380 -1.35
C -0.5756 -2.0406 5.0083 -0.05
C -1.8849 -1.8734 5.7757 -0.60
C -3.0590 -1.4586 4.8941 -1.06
C 2.3842 -0.5461 4.1988 0.77
C 2.7353 -0.0037 5.4308 -1.00
C 4.0732 0.2678 5.6273 -0.76
C 5.0306 0.0154 4.6319 -0.87
C 4.6820 -0.5254 3.4119 -0.84
C 3.3337 -0.8107 3.2186 0.89
H 1.8651 -5.6399 0.3568 0.38
H 3.0478 -4.9000 -0.7188 0.33
H 1.6567 -3.9687 -0.1482 0.06
H 3.8724 -5.0769 1.6612 0.38
H 2.5617 -4.0571 2.1941 0.12
H 4.6470 -3.1979 0.1302 0.46
H 4.8232 -2.9019 1.8458 0.40
H 2.5089 -1.8472 0.1327 -0.32
H 3.9316 -0.9203 0.5564 0.46
H -0.8493 -0.4063 3.5945 0.16
H -0.0117 0.0504 5.0697 0.42
H 0.2146 -2.3763 5.6853 0.31
H -0.6936 -2.8132 4.2420 0.26
H -1.7450 -1.1425 6.5778 0.32
H -2.1163 -2.8207 6.2657 0.35
H -2.9452 -0.4438 4.5091 0.27
H -3.9934 -1.4879 5.4535 0.40
H -3.1605 -2.1306 4.0389 0.26
H 2.0012 0.2007 6.1975 0.44
H 4.3940 0.6918 6.5688 0.43
H 6.0666 0.2553 4.8271 0.43
H 5.4205 -0.7074 2.6440 0.47
Cl 1.6816 4.4546 1.8437 -0.13
C 0.0978 3.7275 2.1610 0.00
Cl -0.1463 3.3982 3.8752 -0.15
C 0.0082 2.4664 1.3296 0.20
O 0.3903 1.3495 1.8182 -0.33
O -0.4186 2.5166 0.1486 -0.49
H -0.6640 4.4266 1.8337 0.33



Record 3
9
Properties=species:S:1:pos:R:3:mulliken_charge:R:1 method="wB97M-V/def2-TZVPD" total_charge=0 homo_lumo_gap_ev=8.496 e_above_lowest_kcal_mol=111.6 e_lumo_ev=-0.60 e_homo_ev=-9.096
C 0.9461 1.3940 -0.7585 -0.43
C -0.4379 -1.3580 -0.5718 -0.30
C -1.3968 -0.5940 0.0761 0.21
C -0.2001 -0.3243 0.7973 0.24
N 0.4103 -1.5599 0.5481 -0.23
S 0.6798 1.2669 0.8389 0.05
Br -2.8570 0.4454 -0.3545 -0.07
H 1.4439 2.3445 -0.9660 0.27
H 1.4116 -1.6146 0.3905 0.28



Record 4
83
Properties=species:S:1:pos:R:3:mulliken_charge:R:1 method="wB97M-V/def2-TZVPD" total_charge=0 homo_lumo_gap_ev=8.935 smiles="CC[C@H](Cl)[C@](N=C=O)(OC(=O)OC[C@@H](C)C(C)C)C(F)(F)C(F)F.C1CCOC1.C1CCOC1.C1CCOC1" e_above_lowest_kcal_mol=36.5 e_lumo_ev=-0.06 e_homo_ev=-8.993
C 1.3448 -4.8053 2.7812 -0.67
C 2.5669 -3.8078 3.0280 -0.68
C 2.3271 -2.3979 2.3515 -0.15
Cl 3.9384 -1.8391 1.7291 -0.18
C 1.4927 -1.3507 3.1873 0.20
N 0.4410 -1.9148 4.0455 -0.31
C 0.8096 -2.3047 5.1666 0.57
O 1.3239 -2.7839 6.0737 -0.39
O 0.7652 -0.5740 2.1650 0.06
C -0.5930 -0.8651 2.1465 0.40
O -1.3516 -0.0504 2.6198 -0.53
O -1.1391 -1.9819 1.5466 -0.35
C -2.1950 -2.5649 2.3811 -0.69
C -3.6247 -2.1586 1.8788 0.61
C -3.9680 -2.9258 0.5217 -1.48
C -4.7867 -2.4581 2.9091 0.12
C -4.8268 -3.9624 3.3799 -1.24
C -4.7163 -1.5442 4.2160 -1.32
C 2.3460 -0.1925 3.8852 0.66
F 3.4163 -0.6868 4.6057 -0.30
F 2.8536 0.7044 2.9355 -0.16
C 1.4128 0.7801 4.7733 0.33
F 1.6475 2.1142 4.4819 -0.27
F 1.7023 0.5290 6.1295 -0.30
H 1.6325 -5.5885 2.0275 0.37
H 1.0469 -5.2933 3.7561 0.22
H 0.4606 -4.2160 2.4065 -0.04
H 2.8344 -3.7144 4.1228 0.31
H 3.4495 -4.2688 2.4958 0.44
H 1.7111 -2.6136 1.4278 0.34
H -2.0672 -2.3023 3.4681 0.14
H -2.0410 -3.6828 2.3020 0.49
H -3.6492 -1.0563 1.6236 0.30
H -3.9490 -4.0419 0.6713 0.31
H -5.0217 -2.6422 0.2380 0.39
H -3.2879 -2.5786 -0.2989 0.36
H -5.7488 -2.1583 2.3933 0.38
H -4.8945 -4.6388 2.4865 0.33
H -5.7663 -4.1341 3.9863 0.39
H -3.9204 -4.2655 3.9669 0.21
H -5.7376 -1.5687 4.7009 0.43
H -4.5141 -0.4634 3.9744 0.31
H -3.9552 -1.9396 4.9475 0.25
H 0.3228 0.5431 4.6535 0.13
C 1.7566 3.8123 -1.2015 -0.50
C 2.3323 3.3685 0.1306 -0.58
C 2.1217 1.8661 0.0787 0.20
O 2.1946 1.4857 -1.3023 -0.44
C 2.1576 2.6688 -2.1132 0.44
H 2.1299 4.7789 -1.5418 0.45
H 0.6659 3.8712 -1.1339 0.06
H 3.4023 3.5951 0.1663 0.33
H 1.8562 3.8355 0.9936 0.37
H 1.1291 1.5903 0.4514 -0.19
H 2.8715 1.3179 0.6498 0.07
H 3.1621 2.8239 -2.5264 0.27
H 1.4609 2.5272 -2.9371 -0.46
C -2.9267 3.1123 -2.9843 -0.61
C -2.7978 3.8629 -4.2955 -0.58
C -1.3360 4.2718 -4.2805 -0.51
O -0.6305 3.2593 -3.5505 -0.34
C -1.5819 2.4153 -2.8883 -0.23
H -3.7681 2.4192 -2.9551 0.36
H -3.0397 3.8225 -2.1596 0.28
H -2.9875 3.1838 -5.1320 0.26
H -3.4765 4.7117 -4.3852 0.35
H -1.1945 5.2238 -3.7574 0.27
H -0.9147 4.3604 -5.2838 0.28
H -1.5959 1.4518 -3.4094 0.24
H -1.2677 2.2476 -1.8558 0.14
C 4.2753 0.9436 -5.8781 -0.56
C 3.0378 0.6315 -5.0586 -0.36
C 2.0916 1.7369 -5.4880 0.11
O 2.4261 2.0664 -6.8438 -0.46
C 3.6726 1.4448 -7.1788 -0.57
H 4.9375 0.0883 -6.0178 0.36
H 4.8466 1.7439 -5.3978 0.25
H 2.6339 -0.3421 -5.3526 0.32
H 3.2143 0.6159 -3.9823 0.20
H 2.2294 2.6357 -4.8811 0.05
H 1.0432 1.4366 -5.4319 0.13
H 3.4616 0.6159 -7.8637 0.28
H 4.3152 2.1639 -7.6907 0.29



Record 5
13
Properties=species:S:1:pos:R:3:mulliken_charge:R:1 method="wB97M-V/def2-TZVPD" total_charge=0 homo_lumo_gap_ev=8.697 e_above_lowest_kcal_mol=69.2 e_lumo_ev=-0.20 e_homo_ev=-8.901
C -2.4766 -0.4526 -0.7139 -0.47
C -1.3907 -0.9239 -0.1819 -0.19
C 2.2041 -0.1678 0.7648 0.48
C -0.0361 0.7107 0.5275 -0.77
N 1.1893 0.2750 0.0068 -0.17
O 2.2481 -0.3197 1.9395 -0.46
I 4.0136 -0.5545 -0.5705 -0.11
I -0.6908 2.5220 -0.3227 0.11
H -2.9744 -1.1497 -1.3631 0.24
H -2.7997 0.4794 -0.4375 0.28
H -0.7234 -1.7085 -0.2961 0.37
H 0.0551 0.6258 1.5495 0.50
H 1.3816 0.6638 -0.9025 0.21



| no. | E (eV) |
| --- | --- |
| 1 | -87502.8012 |
| 2 | -161360.4544 |
| 3 | -86540.5720 |
| 4 | -66887.4300 |
| 5 | -23964.4108 |